This record from OMol25 describes C47H36F5N6O2SSr as an isolated structure. The level of theory is ωB97M-V/def2-TZVPD.

Geometry as XYZ:
```
98
Properties=species:S:1:pos:R:3:forces:R:3:nbo_charge:R:1
Sr 0.4408 0.1883 -0.1670 -0.12 0.46 -0.48 1.811
C 3.7128 0.0460 -1.4412 -0.10 -0.09 0.18 -0.651
C 3.8989 -0.1635 0.0417 -0.36 0.11 -0.06 0.235
C 5.1451 -0.4307 0.5807 0.14 -0.05 -0.01 -0.248
C 5.2524 -0.6094 1.9478 0.08 -0.01 0.06 -0.131
C 4.1188 -0.5253 2.7364 0.13 -0.06 0.11 -0.256
C 2.8963 -0.2623 2.1380 -0.25 0.11 -0.22 0.285
N 2.7968 -0.0809 0.8079 0.43 -0.12 0.27 -0.571
C 1.6352 -0.1692 2.9511 0.00 0.01 -0.38 0.185
C 1.6815 -0.1141 4.3335 0.08 -0.08 0.19 -0.205
C 0.4952 -0.0980 5.0377 0.03 0.02 0.15 -0.124
C -0.7005 -0.0599 4.3508 -0.15 0.00 0.19 -0.205
C -0.6707 0.0003 2.9703 -0.01 0.03 -0.35 0.210
N 0.4749 -0.1073 2.2859 0.08 -0.33 0.68 -0.540
C -1.9365 0.2348 2.1929 0.24 -0.07 -0.04 0.178
C -3.0297 0.8258 2.8141 -0.08 0.04 -0.04 -0.191
C -4.1943 0.9989 2.0870 -0.04 0.05 0.02 -0.144
C -4.2413 0.5778 0.7676 -0.14 0.05 0.04 -0.247
C -3.1003 0.0404 0.1984 0.23 -0.10 -0.13 0.227
C -3.0754 -0.4065 -1.2412 0.04 0.00 0.15 -0.635
N -1.9623 -0.1096 0.8929 -0.07 -0.13 0.33 -0.544
H 4.6662 0.0591 -1.9649 0.01 0.01 0.02 0.234
H 3.2031 0.9927 -1.6416 0.01 -0.03 0.02 0.232
H 3.1077 -0.7679 -1.8553 0.07 0.05 0.05 0.223
H 6.0124 -0.4953 -0.0659 -0.07 0.04 0.07 0.230
H 6.2167 -0.8091 2.4021 -0.08 0.01 -0.04 0.232
H 4.1979 -0.6706 3.8037 0.00 -0.01 -0.06 0.227
H 2.6217 -0.0746 4.8642 -0.06 -0.02 -0.03 0.227
H 0.5025 -0.0790 6.1205 0.00 -0.02 -0.05 0.234
H -1.6374 -0.0410 4.8891 0.04 0.03 -0.02 0.232
H -2.9617 1.1801 3.8313 0.01 -0.01 0.00 0.239
H -5.0580 1.4651 2.5488 0.06 -0.05 -0.04 0.235
H -5.1465 0.6735 0.1789 0.08 0.02 0.06 0.230
H -4.0603 -0.3372 -1.6977 -0.02 0.01 0.00 0.234
H -2.7332 -1.4428 -1.3118 -0.02 0.07 0.02 0.219
H -2.3925 0.2175 -1.8241 -0.02 0.00 0.03 0.214
C -2.0918 4.3087 -0.1850 0.02 -0.07 0.11 -0.177
C -2.3169 4.6274 -1.5041 -0.05 0.07 -0.18 -0.156
C -1.8280 3.7813 -2.4960 -0.08 0.23 -0.11 -0.229
C -1.1184 2.6592 -2.1254 0.15 -0.33 0.01 0.131
N -0.8703 2.3489 -0.8380 -0.46 0.55 0.04 -0.542
C -1.3612 3.1603 0.1103 0.10 -0.13 -0.21 0.042
C -0.6000 1.6796 -3.1411 -0.39 0.40 -0.14 0.271
C -1.2844 1.5715 -4.4550 -0.05 0.21 0.32 -0.313
C -0.8634 0.7319 -5.3945 0.10 -0.24 -0.18 -0.066
C 0.2903 -0.1907 -5.1761 -0.09 -0.05 0.09 -0.269
C 0.7621 -0.1288 -3.7048 -0.19 0.07 0.12 -0.043
N 0.3829 0.9487 -2.7991 0.33 -0.50 -0.18 -0.499
H -2.4546 4.9327 0.6227 0.02 -0.05 -0.05 0.232
H -2.8692 5.5201 -1.7739 0.05 -0.04 0.02 0.233
H -1.9785 4.0209 -3.5411 -0.02 -0.02 0.08 0.228
H -1.1185 2.9077 1.1441 -0.05 -0.06 -0.28 0.247
H -2.1440 2.2033 -4.6377 0.07 -0.01 0.02 0.232
H -1.3612 0.7048 -6.3595 0.00 -0.02 0.06 0.224
H 1.0548 -0.0558 -5.9424 0.01 0.05 0.00 0.236
H 1.8331 -0.2984 -3.6224 0.06 0.01 0.01 0.219
F -3.2378 7.1457 4.1377 -0.08 0.08 0.03 -0.288
C -2.3351 6.2151 3.8267 -0.19 0.16 0.06 0.251
C -1.3915 6.4499 2.8535 0.13 0.07 -0.12 0.257
F -1.3912 7.6236 2.2163 0.04 0.08 -0.10 -0.293
C -0.4671 5.4752 2.5309 -0.03 -0.03 0.03 0.296
F 0.3964 5.7698 1.5587 0.21 0.04 -0.22 -0.301
C -0.4211 4.2219 3.1489 0.12 -0.03 -0.19 -0.279
S 0.7291 2.9910 2.6904 0.03 0.04 0.16 -0.515
C -1.3972 4.0418 4.1279 0.02 -0.11 0.15 0.337
F -1.4585 2.8868 4.8177 0.00 -0.18 0.00 -0.333
C -2.3334 4.9979 4.4661 -0.07 -0.18 0.13 0.252
F -3.2500 4.7455 5.4076 -0.01 -0.05 0.05 -0.297
C -1.6328 -4.5972 -1.1282 0.21 -0.01 0.03 -0.254
O -0.2136 -4.4925 -1.0769 -0.36 -0.25 -0.06 -0.520
C 0.3607 -4.2194 0.1147 -0.25 0.07 -0.05 0.375
C -0.3368 -3.9702 1.2925 -0.06 0.00 0.09 -0.309
C 0.3485 -3.7389 2.4792 0.01 -0.01 -0.06 -0.178
C 1.7356 -3.7527 2.4980 -0.04 0.02 -0.04 -0.238
C 2.4252 -3.9732 1.3154 0.20 0.02 0.01 -0.201
C 1.7518 -4.1937 0.1237 0.37 0.13 -0.24 0.059
N 2.5198 -4.4744 -1.0467 -0.28 0.20 0.09 -0.523
C 2.3562 -4.2187 -2.3591 -0.05 0.06 0.11 0.195
C 1.5451 -3.3650 -3.0719 0.01 -0.13 -0.20 -0.352
C 1.5610 -3.4714 -4.5511 0.05 -0.05 0.12 -0.163
C 0.8430 -2.7324 -5.3975 -0.04 0.07 0.05 -0.219
C -0.1287 -1.6887 -4.9352 0.08 0.03 -0.05 -0.215
C -0.0278 -1.4394 -3.4164 0.12 0.12 -0.03 -0.350
C 0.7740 -2.3109 -2.4996 0.06 0.10 0.04 0.699
O 0.8639 -1.9229 -1.3201 0.03 -0.22 -0.04 -0.766
H -1.8797 -4.8184 -2.1608 0.01 -0.03 -0.07 0.208
H -2.1093 -3.6613 -0.8341 0.00 0.10 0.04 0.171
H -1.9915 -5.4017 -0.4871 -0.02 -0.05 0.04 0.194
H -1.4193 -3.9799 1.2959 0.08 0.01 -0.01 0.228
H -0.2108 -3.5591 3.3902 0.04 -0.01 -0.05 0.225
H 2.2775 -3.5938 3.4218 -0.02 0.01 -0.05 0.227
H 3.5124 -3.9726 1.3070 -0.09 0.02 0.02 0.219
H 3.3493 -5.0050 -0.8440 0.04 -0.17 0.02 0.411
H 3.0238 -4.8309 -2.9578 0.05 0.03 -0.02 0.206
H 2.2214 -4.2311 -4.9614 -0.03 0.05 0.02 0.216
H 0.9227 -2.9088 -6.4657 0.03 0.03 0.08 0.224
H -1.1357 -1.9125 -5.2947 0.00 -0.04 0.01 0.226
H -0.9879 -1.2067 -2.9563 0.00 -0.03 -0.02 0.240
```
Positions in Å, forces in eV/Å.

The strongest force on any atom is 0.76 eV/Å. As for the orbital gap: 5.43 eV. The charge is +1. As for the calculated total energy: -87614.65759 eV. The spin multiplicity is 1.